# 1
The following is a quantum chemistry calculation of a molecular structure, C38H52Cl2P2Sc in a non-equilibrium geometry, from the Open Molecules 2025 dataset.

F_max (eV/A): 4.6
HOMO (eV): -1.88
E_tot (a.u.): -3843.10589
Energy above the lowest of the compared OMol25 structures with the same formula, charge and spin (eV): 2.350
Charge: -1
Molar mass (g mol⁻¹): 686.6
Kohn-Sham gap (Ha): 0.152
Multiplicity: 1

XYZ file:
```
95
Properties=species:S:1:pos:R:3:forces:R:3:lowdin_charge:R:1
Sc 0.27105 -0.32270 1.77566 -0.9 -0.9 -3.9 0.11
Cl -1.83739 0.66788 1.32273 -0.6 0.3 0.7 0.05
Cl 2.30629 0.59338 0.90915 0.7 0.1 0.4 -0.04
P -0.10448 0.87380 -1.77668 0.5 -1.4 4.3 1.03
P 0.72126 0.16405 4.18595 1.0 -0.4 -0.6 0.90
C -1.13155 -1.87199 4.89103 0.7 0.1 0.0 -0.09
C 2.61192 -4.55009 0.80723 -0.1 0.2 0.0 -0.15
C 2.48676 0.12551 -4.83189 -0.3 0.2 -0.2 -0.21
C 0.21177 5.36670 -0.41707 0.0 -0.1 0.0 -0.21
C -1.74622 0.25450 -2.29509 0.5 0.8 -0.3 -0.46
C 0.50216 2.90427 4.06492 -0.1 -0.8 0.3 -0.09
C 2.85272 -1.75536 -3.10630 -0.2 0.0 0.0 -0.19
C 1.32231 0.15314 -2.65304 -0.7 0.7 -0.4 -0.47
C 1.54396 -1.35219 -2.41914 0.0 0.2 0.1 -0.20
C 0.19096 -1.55392 4.50962 -1.0 -0.2 0.7 -0.37
C 1.36463 4.74760 -1.21421 0.0 -0.3 -0.1 -0.21
C 2.89539 -1.32931 -4.58132 -0.1 -0.1 -0.1 -0.21
C -1.78520 -1.26378 -2.50845 -0.1 0.1 -0.1 -0.20
C -2.25960 2.95836 4.50451 0.0 0.5 -0.1 -0.09
C -0.20755 -4.58323 0.69183 0.9 -0.5 -0.1 -0.10
C 0.48381 -3.32981 0.75962 0.1 0.4 0.3 -0.41
C 1.32415 3.21300 -1.24138 -0.2 0.0 0.1 -0.23
C 1.10846 -2.60088 4.20885 -0.1 1.0 0.1 -0.10
C -1.15286 4.80294 -0.82406 0.0 -0.2 -0.2 -0.21
C -0.17916 4.11224 4.02635 -0.4 0.1 0.1 -0.09
C -0.04836 2.71480 -1.73507 -0.2 -0.2 -1.2 -0.46
C -1.56451 4.14724 4.24351 0.2 -0.2 0.1 -0.08
C 1.93681 -3.33259 0.78386 -0.8 -0.9 0.1 -0.11
C -1.59448 1.74163 4.55923 0.8 0.1 0.0 -0.12
C -3.22299 -1.68919 -2.82856 0.2 0.1 -0.1 -0.20
C 0.71749 -3.92257 4.34132 0.0 -0.2 0.1 -0.07
C -0.57537 -4.22832 4.77229 -0.2 0.1 0.1 -0.07
C -3.82825 -0.87234 -3.97798 0.0 0.0 -0.2 -0.21
C -1.49310 -3.20492 5.04118 0.1 -0.3 -0.1 -0.08
C 0.50850 -5.76800 0.73496 -0.1 0.1 -0.1 -0.15
C 1.17968 0.50110 -4.12495 1.1 -0.4 -0.4 -0.23
C -3.66450 0.64426 -3.83024 0.3 0.2 -0.2 -0.21
C -2.22289 1.04965 -3.50573 -0.9 -0.4 0.0 -0.23
C 1.91889 -5.77186 0.79102 0.0 -0.1 0.1 -0.18
C 2.30454 0.35173 4.99214 0.1 0.4 0.9 -0.24
C -0.26258 -2.14500 0.88712 0.4 0.9 0.6 -0.28
C -0.19220 1.70510 4.38010 -1.1 0.4 0.4 -0.37
C -1.18090 3.27048 -0.84246 0.2 -0.1 0.0 -0.23
H -4.89569 -1.10513 -4.06315 0.1 -0.1 -0.1 0.10
H 1.52478 2.80518 -0.23866 -0.2 0.1 -0.3 0.05
H 0.37266 5.19262 0.65522 0.0 0.0 -0.1 0.10
H 2.13165 2.83488 -1.88837 -0.2 0.1 0.1 0.10
H -2.37977 0.47249 -1.40780 0.2 0.0 -0.4 0.08
H -3.82767 -1.56261 -1.92791 -0.1 0.0 0.1 0.11
H -0.20477 3.02511 -2.79032 0.1 0.6 0.4 0.10
H -3.96725 1.16273 -4.74713 -0.3 -0.1 0.0 0.10
H 0.33978 -0.06654 -4.55388 0.2 0.1 0.1 0.10
H 1.42558 -4.72336 4.10240 -0.3 0.4 0.0 0.12
H 0.21175 6.45178 -0.57488 0.0 0.0 0.1 0.10
H 1.57414 -1.57265 -1.34020 -0.1 0.1 -0.3 0.08
H -1.39857 5.14925 -1.83445 0.0 0.1 0.0 0.11
H 2.19920 0.67055 -2.21124 -0.4 -0.1 -0.2 0.10
H -1.33301 -2.29127 0.67686 0.1 0.1 0.2 -0.02
H 2.99064 -2.84110 -3.02390 0.0 0.2 0.0 0.11
H -1.85095 -1.06351 5.05058 0.2 -0.5 0.1 0.08
H 1.30995 5.09391 -2.25179 0.0 0.1 0.0 0.11
H -2.17711 2.13352 -3.30525 0.0 -0.3 -0.1 0.10
H -0.87090 -5.27661 4.89681 0.1 0.5 -0.1 0.11
H -1.07051 2.87331 0.17861 0.1 0.1 -0.3 0.05
H 3.26637 0.79738 -4.45554 0.0 0.0 0.0 0.11
H 2.33052 5.07501 -0.81053 -0.1 0.0 -0.1 0.10
H -2.09743 5.10349 4.20744 0.2 -0.4 0.0 0.10
H 2.78031 1.28554 4.64834 -0.1 -0.5 0.3 0.05
H -2.14903 0.81263 4.69046 0.1 0.4 0.0 0.08
H -3.22998 -2.75648 -3.08334 -0.1 0.1 0.1 0.11
H 2.36585 0.32401 -5.90252 0.3 -0.1 -0.1 0.10
H 0.37051 5.03777 3.83326 -0.2 -0.3 0.0 0.10
H -1.41264 -1.78352 -1.61021 0.0 0.2 -0.3 0.10
H 3.70785 -4.54464 0.84472 -0.3 -0.1 0.0 0.08
H -3.33956 2.98888 4.66329 0.3 0.0 -0.1 0.11
H -1.13242 -1.53568 -3.35117 -0.2 0.1 0.1 0.10
H 2.94371 -0.50798 4.75989 -0.2 0.3 0.1 0.05
H 2.46481 -2.37528 0.81531 -0.1 -0.3 -0.1 0.06
H 3.68084 -1.28668 -2.56634 0.1 0.0 0.0 0.11
H 0.96195 1.57307 -4.26072 0.1 -0.3 0.0 0.10
H 2.46515 -6.71403 0.81456 -0.1 0.2 0.0 0.06
H 2.21910 -1.98125 -5.15236 0.1 0.0 0.0 0.11
H -1.93821 5.17283 -0.15408 0.1 0.0 -0.1 0.10
H 2.04853 0.39477 6.06906 0.7 0.0 -0.3 0.06
H 1.56820 2.86086 3.82081 -0.4 0.1 0.1 0.10
H 0.71115 -1.93449 -2.83618 0.3 0.1 0.1 0.10
H -0.03339 -6.71949 0.72733 0.2 0.2 0.0 0.08
H 3.90527 -1.48540 -4.97446 -0.1 -0.1 -0.1 0.10
H 2.11561 -2.35632 3.83373 -0.6 -0.2 0.2 0.11
H -4.30252 1.00441 -3.01809 -0.1 0.0 0.0 0.11
H -1.30193 -4.56154 0.65617 0.4 -0.1 0.0 0.09
H -2.16850 2.92233 -1.18396 0.3 0.1 0.0 0.10
H -1.56011 0.84863 -4.35552 -0.1 0.0 0.0 0.10
H -2.50104 -3.45191 5.37748 0.2 0.0 -0.2 0.10
H -3.35233 -1.18482 -4.91900 -0.1 0.0 0.1 0.11
```
Forces are in eV/Å.

# 2
The following is a quantum chemistry calculation of 2 unconnected molecules or ions with the total composition CH3NO5 in a non-equilibrium geometry, from the Open Molecules 2025 dataset.

F_max (eV/A): 2.4
HOMO (eV): -9.80
E_tot (a.u.): -470.79418
Energy above the lowest of the compared OMol25 structures with the same formula, charge and spin (eV): 0.046
Molar mass (g mol⁻¹): 109.0
Kohn-Sham gap (Ha): 0.360
SMILES string: O=C(O)O.O=NO
Multiplicity: 1

XYZ file:
```
10
Properties=species:S:1:pos:R:3:forces:R:3:lowdin_charge:R:1
O 1.23099 -0.50011 -3.89932 -0.3 -0.4 0.8 0.01
O -1.57290 0.81174 1.81316 -1.8 -0.4 -0.2 0.14
O 0.61542 1.03966 2.01403 0.5 0.5 1.1 0.14
O -0.23615 -0.33245 0.43851 0.1 1.5 1.0 0.08
O 0.92278 -1.48782 -2.03773 -0.3 0.2 1.7 -0.03
N 0.67034 -0.42332 -2.86236 0.1 0.6 -0.3 -0.14
C -0.39100 0.48782 1.33820 0.7 -2.0 -0.4 -0.64
H -2.25460 0.23644 1.35681 1.1 0.9 0.6 0.17
H 0.54123 -1.22263 -1.11554 0.6 -0.3 -2.1 0.09
H 0.47388 1.39068 2.95425 -0.5 -0.7 -2.2 0.18
```
Forces are in eV/Å.

# 3
The following is a quantum chemistry calculation of C2H5N3S in the gas phase in a non-equilibrium geometry, from the Open Molecules 2025 dataset.

F_max (eV/A): 8.9
HOMO (alpha / beta) (eV): -5.14 / -9.69
E_tot (a.u.): -641.42744
Energy above the lowest of the compared OMol25 structures with the same formula, charge and spin (eV): 1.564
Expectation value of S²: 2.01
Molar mass (g mol⁻¹): 103.1
Kohn-Sham gap (alpha / beta) (Ha): 0.216 / 0.269
Multiplicity: 3

XYZ file:
```
11
Properties=species:S:1:pos:R:3:forces:R:3:lowdin_charge:R:1
S -1.80093 -0.45067 0.17036 1.2 2.2 0.4 0.98
N -0.04964 -0.81642 0.60121 -1.3 -0.3 -0.8 -0.44
N -1.48817 1.03073 -0.45203 -7.2 -4.7 -2.0 -0.40
N 0.50335 -1.52868 -0.50405 -0.7 0.6 -1.4 -0.04
C 0.56647 0.46209 0.62447 -0.9 3.0 1.9 -0.28
C -0.33828 1.49867 -0.17347 6.1 2.7 1.4 -0.30
H 0.71119 -2.44398 -0.15374 -0.3 -0.6 -0.8 0.07
H -0.16688 2.47699 -0.73252 0.8 -1.4 1.2 0.11
H -0.06595 -1.38972 -1.40443 1.3 -0.9 1.9 0.10
H 1.55844 0.23726 0.33061 1.0 0.6 -0.5 0.09
H 0.57040 0.92372 1.69359 0.2 -1.1 -1.4 0.13
```
Forces are in eV/Å.

# 4
The following is a quantum chemistry calculation of a gas-phase ion, C7H14N (charge +2) in a non-equilibrium geometry, from the Open Molecules 2025 dataset.

F_max (eV/A): 4.2
HOMO (alpha / beta) (eV): -17.55 / -17.53
E_tot (a.u.): -329.09043
Energy above the lowest of the compared OMol25 structures with the same formula, charge and spin (eV): 2.106
Expectation value of S²: 0.75
Charge: +2
Molar mass (g mol⁻¹): 112.2
Kohn-Sham gap (alpha / beta) (Ha): 0.358 / 0.215
Multiplicity: 2

XYZ file:
```
22
Properties=species:S:1:pos:R:3:forces:R:3:lowdin_charge:R:1
N 2.54780 -0.02718 2.09105 1.0 -1.1 3.9 0.17
C -0.78766 -0.08202 -1.51579 -2.8 0.9 0.6 -0.11
C -1.91619 0.92119 -1.46160 1.4 -0.8 2.7 0.05
C -0.45022 -0.61886 -0.13457 0.3 0.7 -2.2 -0.32
C -2.22732 1.86796 -2.42356 -0.7 -0.3 -0.3 0.27
C 1.50055 -0.74299 1.33350 0.3 -1.6 -2.9 -0.18
C 0.68781 0.24132 0.43314 0.4 -2.0 2.4 -0.12
C -1.13084 -1.64846 0.36583 0.8 1.9 1.7 0.12
H -0.97075 -1.80848 1.46067 -0.6 -0.8 -1.2 0.10
H -1.96048 -2.00602 -0.21855 -0.1 -0.7 0.3 0.10
H 3.29334 0.30536 1.49848 0.3 0.3 -0.5 0.16
H 3.05563 -0.70053 2.81298 -1.2 1.5 -1.7 0.24
H 0.88141 -1.45876 1.89026 0.4 0.9 0.6 0.12
H 2.22939 0.77966 2.70955 0.1 -1.1 -1.1 0.21
H -1.31030 -0.74403 -2.24397 0.2 -0.7 0.2 0.19
H 1.44128 0.66339 -0.25301 -1.0 0.0 -0.2 0.13
H -2.47511 0.96064 -0.47562 0.3 -0.3 -1.4 0.17
H 0.27953 0.99424 1.12139 0.0 0.3 -0.5 0.13
H -1.62145 1.87290 -3.32150 -0.3 0.6 -0.2 0.12
H -3.14152 2.42668 -2.20582 0.5 0.4 -0.7 0.13
H 2.03244 -1.47575 0.59155 -0.6 1.4 1.4 0.18
H 0.04265 0.27973 -2.05441 1.0 0.6 -0.9 0.12
```
Forces are in eV/Å.

# 5
The following is a quantum chemistry calculation of a molecular structure, C19H18Cl3N4NiO4 in a non-equilibrium geometry, from the Open Molecules 2025 dataset.

F_max (eV/A): 6.7
HOMO (alpha / beta) (eV): -1.31 / -4.00
E_tot (a.u.): -4143.60324
Expectation value of S²: 2.11
Charge: -1
Molar mass (g mol⁻¹): 531.4
Kohn-Sham gap (alpha / beta) (Ha): 0.150 / 0.247
Multiplicity: 3

XYZ file:
```
49
Properties=species:S:1:pos:R:3:forces:R:3:lowdin_charge:R:1
Ni 0.00000 0.00000 0.00000 5.0 0.5 -1.4 0.23
Cl 0.48143 -4.90009 0.24142 0.1 0.3 -0.2 0.65
Cl -3.00529 -4.55274 4.29980 -0.3 -0.3 0.5 0.63
Cl -1.36324 -0.12266 1.62942 -4.2 -0.4 3.3 1.03
O -1.24862 1.11260 -0.62451 -3.8 5.3 -1.5 -0.13
O 0.07090 -1.76234 0.20753 1.1 -5.2 0.3 -0.16
O -2.27475 -0.73179 -1.77283 -0.1 -0.5 0.2 0.01
O 2.22492 -0.28965 -1.90637 0.4 -0.1 -0.6 0.01
N 0.64359 1.43437 0.99724 0.9 0.7 1.0 -0.11
N -1.04344 3.40402 -0.56787 -0.6 -1.3 -0.3 0.07
N 1.11130 -0.92717 -3.78518 0.5 0.0 -0.3 -0.06
N -0.01583 -0.48861 -1.76308 1.0 -0.5 -2.7 0.05
C -1.18090 -0.77205 -2.34026 -2.3 -0.9 -1.5 -0.49
C 2.37162 -0.98987 -4.49802 0.4 0.1 0.3 -0.04
C -0.54907 -2.47945 1.05794 0.3 0.1 -0.2 -0.45
C 0.40356 3.34673 -0.48895 0.7 -0.1 0.5 -0.13
C -2.07997 -3.76631 3.07766 0.5 0.0 -0.6 -0.72
C -1.26332 -4.51718 2.23772 0.2 0.6 -0.4 -0.15
C -1.20406 -1.16693 -3.76109 0.0 0.2 0.3 0.01
C -2.15290 -2.39120 2.93645 0.3 0.5 -0.5 -0.12
C -3.24890 2.43613 -0.59104 -0.4 -0.5 -0.2 0.01
C 1.49680 3.54558 1.78636 -0.5 -0.8 -0.8 -0.08
C 1.03293 0.88237 2.16423 1.9 0.4 2.8 -0.25
C 0.88265 2.75812 0.81649 0.7 2.0 -0.2 -0.27
C -0.05716 -1.22865 -4.42662 -0.3 0.0 0.1 -0.09
C -1.38793 -1.80354 1.93635 -1.3 -0.5 1.5 -0.47
C 1.13869 -0.55072 -2.43292 0.5 -0.2 -0.5 -0.48
C -0.50855 -3.87732 1.24095 -0.5 -0.7 0.7 -0.57
C 1.88989 2.94765 2.98145 0.7 1.6 0.9 -0.17
C 1.65548 1.59112 3.17677 -0.8 -1.6 -0.9 -0.11
C -1.76056 2.22523 -0.59801 0.3 0.9 0.2 -0.44
H -1.51284 4.24337 -0.26178 0.0 -0.2 -0.1 0.13
H 0.82158 -0.17822 2.26296 0.6 0.3 0.3 0.07
H -3.75616 1.47365 -0.70284 0.2 0.1 0.0 0.09
H 0.77554 2.73135 -1.31676 -0.1 0.0 0.0 0.12
H 1.49410 -0.19396 -0.18517 -1.1 0.5 0.1 0.22
H 1.66773 4.60405 1.62374 -0.1 0.0 -0.2 0.09
H -3.55459 2.89198 0.35437 0.0 0.0 -0.1 0.09
H -3.53706 3.08176 -1.42554 0.0 0.0 0.2 0.08
H -2.16348 -1.39076 -4.20159 0.1 0.0 0.0 0.10
H -2.77926 -1.78231 3.57526 0.0 -0.1 0.0 0.10
H 2.84760 -0.00422 -4.47152 0.1 -0.2 0.0 0.09
H 2.37326 3.53574 3.75620 0.0 0.0 -0.1 0.07
H -1.20588 -5.59474 2.34798 0.0 0.1 0.0 0.09
H 0.78233 4.36453 -0.62927 0.0 -0.2 0.1 0.11
H 1.94838 1.09704 4.09593 -0.1 -0.1 -0.1 0.09
H 2.23168 -1.29252 -5.54014 -0.2 0.0 0.2 0.08
H -0.01509 -1.51223 -5.46955 0.3 0.0 0.0 0.11
H 3.02921 -1.71005 -4.00048 0.0 0.2 -0.1 0.09
```
Forces are in eV/Å.

# 6
The following is a quantum chemistry calculation of 4 unconnected molecules or ions with the total composition CH11N3O3 in a non-equilibrium geometry, from the Open Molecules 2025 dataset.

F_max (eV/A): 1.0
HOMO (alpha / beta) (eV): -15.03 / -15.01
E_tot (a.u.): -434.38716
Energy above the lowest of the compared OMol25 structures with the same formula, charge and spin (eV): 0.151
Expectation value of S²: 0.76
Charge: +1
Molar mass (g mol⁻¹): 113.1
Kohn-Sham gap (alpha / beta) (Ha): 0.418 / 0.240
Multiplicity: 2

XYZ file:
```
18
Properties=species:S:1:pos:R:3:forces:R:3:lowdin_charge:R:1
O -2.66071 0.43676 0.40578 0.3 -0.5 -0.1 -0.05
O -0.42244 1.48372 1.90862 -0.8 -0.1 -0.1 -0.03
O 3.16751 -0.46255 0.44938 0.3 0.4 -0.3 -0.06
N 0.86523 0.28138 -1.59725 0.1 0.5 0.3 0.26
N -1.07160 -0.96257 -1.51575 0.1 0.1 0.4 0.24
N 0.37134 -0.85954 0.33800 -0.3 -0.1 -0.2 0.27
C 0.04762 -0.53529 -0.95525 -0.5 0.3 -0.8 -0.46
H -3.16991 0.15043 1.17244 -0.1 0.2 0.0 0.07
H 0.66643 0.69968 -2.50618 -0.1 -0.5 0.3 0.16
H -1.46370 -0.37150 -2.23162 -0.2 -0.2 -0.4 0.15
H -1.92966 0.94425 0.78413 -0.2 0.4 0.3 0.00
H 0.13581 2.23443 2.12704 0.2 -0.1 -0.1 0.07
H 3.67011 -0.97194 1.09661 -0.2 0.0 -0.1 0.06
H 1.53296 0.78884 -1.03503 0.5 -0.2 0.0 0.13
H 2.27721 -0.81632 0.40131 0.2 -0.3 0.6 -0.04
H 0.03848 0.86879 1.33627 0.8 0.2 0.3 -0.02
H -0.29837 -1.53897 0.71198 0.2 -0.1 0.0 0.13
H -1.75629 -1.36959 -0.89047 -0.1 0.0 -0.2 0.13
```
Forces are in eV/Å.

Repeat the sixth record exactly.
The following is a quantum chemistry calculation of 4 unconnected molecules or ions with the total composition CH11N3O3 in a non-equilibrium geometry, from the Open Molecules 2025 dataset.

F_max (eV/A): 1.0
HOMO (alpha / beta) (eV): -15.03 / -15.01
E_tot (a.u.): -434.38716
Energy above the lowest of the compared OMol25 structures with the same formula, charge and spin (eV): 0.151
Expectation value of S²: 0.76
Charge: +1
Molar mass (g mol⁻¹): 113.1
Kohn-Sham gap (alpha / beta) (Ha): 0.418 / 0.240
Multiplicity: 2

XYZ file:
```
18
Properties=species:S:1:pos:R:3:forces:R:3:lowdin_charge:R:1
O -2.66071 0.43676 0.40578 0.3 -0.5 -0.1 -0.05
O -0.42244 1.48372 1.90862 -0.8 -0.1 -0.1 -0.03
O 3.16751 -0.46255 0.44938 0.3 0.4 -0.3 -0.06
N 0.86523 0.28138 -1.59725 0.1 0.5 0.3 0.26
N -1.07160 -0.96257 -1.51575 0.1 0.1 0.4 0.24
N 0.37134 -0.85954 0.33800 -0.3 -0.1 -0.2 0.27
C 0.04762 -0.53529 -0.95525 -0.5 0.3 -0.8 -0.46
H -3.16991 0.15043 1.17244 -0.1 0.2 0.0 0.07
H 0.66643 0.69968 -2.50618 -0.1 -0.5 0.3 0.16
H -1.46370 -0.37150 -2.23162 -0.2 -0.2 -0.4 0.15
H -1.92966 0.94425 0.78413 -0.2 0.4 0.3 0.00
H 0.13581 2.23443 2.12704 0.2 -0.1 -0.1 0.07
H 3.67011 -0.97194 1.09661 -0.2 0.0 -0.1 0.06
H 1.53296 0.78884 -1.03503 0.5 -0.2 0.0 0.13
H 2.27721 -0.81632 0.40131 0.2 -0.3 0.6 -0.04
H 0.03848 0.86879 1.33627 0.8 0.2 0.3 -0.02
H -0.29837 -1.53897 0.71198 0.2 -0.1 0.0 0.13
H -1.75629 -1.36959 -0.89047 -0.1 0.0 -0.2 0.13
```
Forces are in eV/Å.

Which formula does entry 4 have? C7H14N

What is the formula in the fifth record? C19H18Cl3N4NiO4

Among the records above, which one has the highest molar mass? C38H52Cl2P2Sc